{"formula": "C30H52FO11S", "method": "ωB97M-V/def2-TZVPD", "species": ["C", "C", "C", "C", "C", "C", "C", "O", "S", "C", "C", "C", "F", "H", "H", "H", "H", "H", "H", "H", "H", "H", "H", "H", "H", "H", "H", "H", "H", "H", "H", "H", "H", "H", "H", "O", "C", "O", "C", "C", "C", "H", "H", "H", "H", "H", "H", "O", "C", "O", "C", "C", "C", "H", "H", "H", "H", "H", "H", "O", "C", "O", "C", "C", "C", "H", "H", "H", "H", "H", "H", "O", "C", "O", "C", "C", "C", "H", "H", "H", "H", "H", "H", "O", "C", "O", "C", "C", "C", "H", "H", "H", "H", "H", "H"], "coordinates": [[6.953488, -5.154060, -2.651539], [5.384042, -5.318489, -2.913181], [5.238722, -5.940584, -4.372153], [4.620215, -3.936137, -2.768214], [3.106522, -4.015840, -3.268026], [2.445810, -5.313848, -2.646746], [2.321256, -2.688758, -2.891604], [1.078498, -2.644579, -3.677744], [-0.256692, -2.911968, -2.701415], [-1.472434, -3.781426, -3.772449], [-1.537867, -5.348062, -3.603571], [-1.437238, -5.878651, -2.131591], [-0.628097, -6.018521, -4.448149], [7.407704, -4.320739, -3.241027], [7.089150, -5.039304, -1.542642], [7.431645, -6.134448, -2.922464], [5.017259, -6.045538, -2.143510], [6.237503, -6.347501, -4.693285], [4.521812, -6.804477, -4.423418], [4.859664, -5.157028, -5.085461], [5.177992, -3.119806, -3.317528], [4.577300, -3.627306, -1.680334], [3.094200, -4.092773, -4.385458], [2.855036, -6.260404, -3.077181], [2.692665, -5.313991, -1.550572], [1.336977, -5.301689, -2.850326], [2.955072, -1.840275, -3.254230], [2.123695, -2.630533, -1.789637], [0.200534, -3.713710, -1.671436], [-1.149847, -3.574920, -4.837401], [-2.496779, -3.329829, -3.665311], [-2.555078, -5.658494, -3.981619], [-1.606809, -6.993817, -2.182807], [-0.440759, -5.741526, -1.643818], [-2.297305, -5.486384, -1.514137], [-0.576370, -1.824953, 1.601040], [-1.678005, -1.396358, 1.376605], [-2.658296, -1.317848, 2.304033], [-3.872659, -0.866617, 1.681367], [-3.430593, -0.151742, 0.423239], [-2.181920, -0.918469, 0.040294], [-4.499304, -1.738314, 1.468706], [-4.408748, -0.204659, 2.360809], [-4.193491, -0.134956, -0.354513], [-3.167115, 0.881092, 0.657101], [-2.410136, -1.788778, -0.583628], [-1.449697, -0.277102, -0.447285], [-1.892355, 2.119175, 2.781845], [-1.628734, 3.070652, 2.098758], [-2.497189, 3.623495, 1.215134], [-1.836879, 4.668201, 0.484812], [-0.672845, 5.088146, 1.355651], [-0.305759, 3.791002, 2.052009], [-1.511381, 4.266452, -0.479585], [-2.533612, 5.487698, 0.307954], [0.148818, 5.532781, 0.794221], [-1.008943, 5.819497, 2.095593], [0.400764, 3.199281, 1.465996], [0.079906, 3.964766, 3.054730], [-2.637021, 1.033154, 8.409828], [-2.333406, 0.193817, 7.610262], [-2.422113, -1.141568, 7.847816], [-1.880002, -1.863500, 6.732660], [-1.954441, -0.904863, 5.563726], [-1.764562, 0.441798, 6.236244], [-0.851684, -2.150623, 6.970481], [-2.466773, -2.766141, 6.561520], [-1.220069, -1.115070, 4.786323], [-2.947242, -0.950747, 5.109095], [-0.709051, 0.705252, 6.331136], [-2.311291, 1.230361, 5.722938], [-2.550560, 1.657577, -1.692118], [-2.442305, 2.231506, -2.742086], [-1.250932, 2.582485, -3.286779], [-1.476055, 3.348037, -4.482008], [-2.872772, 2.977772, -4.933063], [-3.575874, 2.704998, -3.615332], [-1.385334, 4.409526, -4.237476], [-0.722728, 3.092944, -5.226803], [-3.349594, 3.750866, -5.535111], [-2.839815, 2.060873, -5.528162], [-4.000434, 3.613760, -3.183591], [-4.339475, 1.936030, -3.715565], [2.352273, 7.066862, 1.880416], [1.928199, 7.621614, 2.858991], [0.828446, 8.417358, 2.865312], [0.668273, 9.003959, 4.166363], [1.422054, 8.090788, 5.109537], [2.549904, 7.578500, 4.231466], [1.083462, 10.015108, 4.145593], [-0.391728, 9.063652, 4.412311], [1.762127, 8.593121, 6.015025], [0.781703, 7.256277, 5.408335], [3.415763, 8.243511, 4.249815], [2.839743, 6.563979, 4.497999]], "forces_ev_per_angstrom": [[-1.10, -0.65, 0.69], [0.95, 0.17, -0.72], [-0.25, 0.02, 0.27], [-0.47, 0.00, 0.14], [0.31, -0.41, 0.37], [-0.04, 0.77, -0.15], [2.03, -1.19, -0.38], [-1.64, -0.86, 1.54], [0.47, 1.81, -0.83], [0.39, -1.53, -1.05], [-1.05, -0.58, 0.45], [-0.46, -0.81, -0.53], [-0.36, 1.05, 0.92], [-0.37, -0.67, 0.56], [0.22, 0.30, -1.06], [-0.29, 1.05, 0.19], [0.19, 0.65, -0.69], [-1.10, 0.58, 0.08], [0.57, 0.83, 0.13], [0.65, -0.83, 0.46], [-0.57, -0.89, 0.46], [0.25, -0.35, -0.99], [-0.07, 0.14, 0.89], [-0.37, 0.95, 0.25], [-0.58, -0.09, -0.82], [1.10, -0.23, 0.35], [-0.89, -0.44, 0.53], [0.15, 0.21, -0.90], [-0.25, -0.34, -1.03], [-0.04, 0.02, 1.19], [1.22, -0.20, 0.47], [0.96, 0.49, 0.29], [0.26, 1.16, 0.03], [-0.88, 0.08, -0.38], [1.07, -0.13, -0.58], [-0.19, -0.04, 0.19], [0.28, -0.32, 0.08], [0.43, -0.12, -0.21], [-0.46, 0.16, 0.03], [-0.27, 0.28, -0.24], [-0.18, 0.51, -0.02], [0.07, -0.02, 0.06], [0.18, -0.14, 0.14], [0.01, 0.01, 0.10], [-0.04, -0.10, -0.02], [0.07, -0.04, -0.01], [0.07, -0.23, -0.06], [-0.40, 0.08, -0.24], [0.24, -0.50, 0.20], [0.01, -0.22, 0.25], [-0.02, 0.32, -0.31], [0.38, 0.37, -0.03], [-0.06, 0.54, -0.01], [-0.01, -0.06, 0.06], [-0.14, -0.21, 0.04], [-0.08, 0.02, 0.02], [0.02, -0.01, -0.09], [0.00, -0.07, 0.13], [0.07, -0.34, -0.05], [-0.12, -0.46, 0.05], [0.17, 0.64, 0.34], [-0.10, 0.18, 0.05], [0.07, -0.31, -0.13], [0.13, 0.02, -0.48], [-0.24, -0.31, -0.39], [-0.04, 0.03, 0.02], [-0.01, 0.06, 0.25], [-0.08, -0.06, 0.04], [0.09, -0.03, 0.00], [-0.07, 0.12, 0.03], [0.21, 0.16, 0.19], [0.50, 0.01, -0.34], [-0.30, 0.07, 0.52], [-0.16, -0.26, 0.24], [0.17, 0.29, -0.39], [-0.29, 0.05, -0.34], [0.07, -0.10, -0.52], [0.00, -0.06, 0.03], [0.10, -0.03, 0.24], [0.10, -0.02, 0.03], [0.02, 0.08, 0.00], [-0.06, -0.11, 0.09], [-0.07, 0.14, 0.32], [-0.62, 0.24, 0.11], [0.68, -0.22, -0.47], [0.13, -0.30, -0.18], [-0.23, 0.29, 0.28], [0.08, -0.08, 0.46], [-0.37, -0.04, 0.44], [0.00, -0.05, -0.04], [0.03, 0.01, -0.25], [-0.07, 0.03, -0.07], [0.02, 0.08, 0.00], [0.05, -0.12, -0.07], [0.25, 0.10, -0.22]], "e_homo_ev": -10.98, "energy_ha": -2499.7146, "gap_ev": 6.91, "mol_weight_g_mol": 639.8, "charge": 1, "lumo_energy_ev": -4.07}